Entry 1:
{"formula": "C5H10N3P", "method": "ωB97M-V with the def2-TZVPD basis set", "symbols": ["C", "C", "C", "C", "C", "N", "N", "N", "P", "H", "H", "H", "H", "H", "H", "H", "H", "H", "H"], "coordinates": [[-0.31, -0.48, -0.40], [-0.83, 1.83, -1.07], [-0.37, 1.41, 1.37], [1.62, -1.50, 0.66], [-0.05, 0.89, -0.07], [-1.62, -2.13, -2.30], [0.08, -2.74, -0.23], [0.40, -1.49, -0.11], [-0.98, -3.19, -1.42], [-1.87, 1.68, -0.72], [-0.77, 1.39, -2.09], [-0.44, 2.84, -1.23], [-1.45, 1.37, 1.66], [-0.25, 2.54, 1.44], [0.13, 0.83, 2.14], [2.53, -1.16, 0.11], [1.47, -0.74, 1.45], [1.74, -2.54, 1.14], [0.96, 1.19, -0.34]], "nbo_charge": [0.447, -0.590, -0.613, -0.421, -0.396, -0.858, -0.794, -0.184, 1.140, 0.216, 0.227, 0.221, 0.221, 0.232, 0.211, 0.227, 0.203, 0.270, 0.240], "max_force_ev_per_a": 4.113, "lumo_energy_ev": [-1.41, -0.70], "e_homo_ev": [-8.69, -8.63], "charge": 0, "gap_ev": [7.29, 7.93]}


Entry 2:
{"formula": "C5H10N3S", "method": "ωB97M-V with the def2-TZVPD basis set", "symbols": ["C", "C", "C", "C", "C", "N", "N", "N", "S", "H", "H", "H", "H", "H", "H", "H", "H", "H", "H"], "coordinates": [[2.64, 1.65, 0.66], [0.83, 0.51, 0.63], [-1.37, -1.67, -1.15], [-0.92, -0.96, 1.17], [-1.88, -0.96, 0.09], [1.88, 2.24, -0.21], [0.75, 1.56, -0.21], [2.05, 0.55, 1.14], [-0.45, 1.94, -1.37], [3.58, 1.97, 0.90], [-1.21, -1.10, -2.00], [-1.87, -2.54, -1.58], [-0.34, -2.10, -1.04], [-0.34, -1.83, 1.08], [-1.28, -0.33, 1.98], [-2.69, -1.43, 0.51], [-2.15, -0.02, -0.17], [2.34, -0.19, 1.71], [0.42, 2.73, -2.13]], "nbo_charge": [0.186, 0.296, -0.638, -0.019, -0.523, -0.225, -0.337, -0.530, 0.246, 0.234, 0.234, 0.248, 0.205, 0.225, 0.241, 0.275, 0.238, 0.452, 0.191], "max_force_ev_per_a": 4.384, "lumo_energy_ev": -4.34, "e_homo_ev": -13.40, "charge": 1, "gap_ev": 9.05}


Entry 3:
{"formula": "C5H10N4", "method": "ωB97M-V with the def2-TZVPD basis set", "symbols": ["C", "C", "C", "C", "N", "N", "C", "N", "N", "H", "H", "H", "H", "H", "H", "H", "H", "H", "H"], "coordinates": [[1.20, 0.13, 1.66], [-0.11, -0.08, -0.52], [0.25, 1.62, -0.76], [0.19, -0.59, 0.82], [-0.20, 2.62, -1.53], [-1.49, -2.36, 0.72], [-0.49, -1.65, 1.32], [-0.97, -0.64, -1.32], [1.15, 0.75, -1.17], [-0.87, 3.27, -1.16], [0.19, 2.82, -2.45], [-1.08, -0.16, -2.21], [1.39, 0.70, -2.18], [-1.65, -2.15, -0.26], [-1.69, -3.28, 1.06], [-0.25, -1.97, 2.33], [1.31, -0.36, 2.63], [0.91, 1.17, 1.84], [2.18, 0.15, 1.18]], "nbo_charge": [-0.605, 0.392, 0.276, -0.213, -0.798, -0.811, 0.087, -0.801, -0.606, 0.403, 0.367, 0.344, 0.336, 0.432, 0.380, 0.186, 0.206, 0.211, 0.213], "max_force_ev_per_a": 1.035, "lumo_energy_ev": 0.77, "e_homo_ev": -7.44, "charge": 0, "gap_ev": 8.21}


Entry 4:
{"formula": "C5H10N4", "method": "ωB97M-V with the def2-TZVPD basis set", "symbols": ["C", "C", "C", "C", "C", "H", "H", "H", "H", "H", "H", "H", "H", "H", "H", "N", "N", "N", "N"], "coordinates": [[0.53, 2.20, 1.27], [1.49, 0.99, 1.13], [0.56, 0.11, 0.26], [-1.07, -1.28, -1.85], [-0.51, -2.66, -1.33], [0.79, 2.82, 0.43], [0.67, 2.89, 2.18], [2.55, 1.12, 0.63], [1.64, 0.60, 2.20], [-1.35, -0.34, 0.63], [-1.54, 2.09, 1.42], [-1.81, -0.52, -1.52], [-1.06, -1.32, -3.00], [-0.63, -2.79, -0.25], [-0.19, -3.66, -1.84], [-0.78, 0.50, 0.31], [-0.74, 1.47, 1.37], [1.10, -0.85, -0.47], [0.34, -1.36, -1.58]], "nbo_charge": [-0.248, -0.461, 0.366, -0.288, -0.294, 0.178, 0.212, 0.248, 0.229, 0.387, 0.368, 0.233, 0.209, 0.184, 0.225, -0.492, -0.483, -0.292, -0.279], "max_force_ev_per_a": 4.393, "lumo_energy_ev": 0.88, "e_homo_ev": -7.89, "charge": 0, "smiles": "C1C/C(=N/N2CC2)NN1", "gap_ev": 8.77}